Below is C13H28NO3P2Rh as an isolated structure in a non-equilibrium geometry, with properties calculated with ωB97M-V/def2-TZVPD.

Results
Kohn-Sham gap (spin up / spin down): 0.162 / 0.215 hartree
⟨S²⟩: 6.029
spin multiplicity: 5
ΔE to the lowest compared entry with this formula, charge and spin: 0.0 kJ/mol

Each line ends with the Löwdin spin population.
Positions of all 48 atoms, in Å:
1 C 0.99001 -1.23176 -3.22683  0.07
2 C 1.00170 -0.86961 -1.89148  0.15
3 N -0.12725 -0.81115 -1.17132  0.47
4 C -1.30187 -1.11708 -1.73765  0.18
5 C -1.39101 -1.48483 -3.08417  0.05
6 C -0.21458 -1.55614 -3.83268  0.30
7 C 2.25690 -0.41490 -1.22981  0.04
8 P 2.15981 -0.23197 0.59955  0.07
9 Rh -0.09276 -0.27818 1.00830  1.22
10 P -2.33924 -0.17112 0.62685  0.06
11 C -2.56985 -1.05857 -0.92753  0.04
12 O 2.26148 2.78640 -2.34996  0.00
13 O -1.00137 2.81136 -1.71008  0.01
14 H 1.91879 -1.25566 -3.80515  0.00
15 H -2.36075 -1.69095 -3.53326  0.00
16 H -0.25312 -1.87073 -4.87319  0.02
17 C 2.98258 -1.69830 1.23275  0.01
18 C 3.20052 1.21275 1.03373  0.01
19 H -3.38886 -0.57203 -1.45794  0.00
20 H -2.95810 -2.04693 -0.67560  0.01
21 H 2.40500 0.64265 -1.43044  0.01
22 H 3.17040 -0.92269 -1.57798  0.00
23 C -3.34709 -0.91056 1.91960  0.01
24 C -2.96341 1.48820 0.34579  0.02
25 H -0.58809 2.35833 -1.02069  0.01
26 H -0.54297 3.68897 -1.60469  0.00
27 H 1.34306 2.43574 -2.26218  0.00
28 H 2.52475 2.13966 -3.06883  0.00
29 H -0.11061 -1.80993 1.47556  0.17
30 H 0.21182 1.20983 0.85120  0.11
31 H 3.97836 -1.72503 0.77714  0.00
32 H 3.01268 -1.62925 2.33256  0.00
33 H 2.37188 -2.54625 0.90240  0.00
34 H 4.26071 0.95760 0.85181  0.00
35 H 2.93263 2.09281 0.42198  0.00
36 H 3.02940 1.45604 2.09872  0.00
37 H -4.00805 1.43613 0.04610  0.00
38 H -2.86136 2.07822 1.25654  0.00
39 H -2.41358 1.99673 -0.45206  0.00
40 H -4.39056 -0.91183 1.60587  0.00
41 H -3.02103 -1.93344 2.10858  0.00
42 H -3.25400 -0.34077 2.84639  0.00
43 C 0.03862 -0.36199 3.93728  0.14
44 C -0.23956 0.63697 2.87912  0.43
45 O -0.61401 1.78122 3.12820  0.33
46 H 0.46448 -1.31134 3.55330  0.01
47 H -0.91471 -0.56855 4.46303  0.02
48 H 0.75221 0.12194 4.62118  0.01

---

Below is C13H28O4 as an isolated structure in a non-equilibrium geometry, with properties calculated with ωB97M-V/def2-TZVPD.

Results
Kohn-Sham gap: 0.351 hartree
ΔE to the lowest compared entry with this formula, charge and spin: 548.0 kJ/mol

Each line ends with the natural charge from an NBO analysis.
Positions of all 45 atoms, in Å:
1 C 0.21060 -1.55163 1.58617  -0.41
2 C 0.80991 -0.95708 2.94541  -0.44
3 C 1.13878 -2.17277 3.85422  -0.06
4 O 0.70133 -3.26488 3.14250  -0.53
5 C -0.23614 -2.89130 2.14593  -0.07
6 H 0.93971 -1.82989 0.82521  0.21
7 H -0.69502 -1.07546 1.21037  0.20
8 H 0.13638 -0.32986 3.52940  0.21
9 H 1.68039 -0.36615 2.66051  0.22
10 H 0.61257 -2.08970 4.80517  0.16
11 H 2.21506 -2.19871 4.02468  0.18
12 H -1.19266 -2.84300 2.66635  0.15
13 H -0.35020 -3.66070 1.38231  0.18
14 C 2.36857 3.87449 -1.02468  -0.45
15 C 1.18127 3.04416 -0.76515  -0.41
16 C 1.68349 1.84532 -0.01264  -0.05
17 O 2.60500 2.43475 0.84945  -0.53
18 C 3.27449 3.45026 0.13547  -0.09
19 H 2.21294 4.94462 -0.88798  0.22
20 H 2.68139 3.49480 -1.99734  0.21
21 H 0.54304 2.98842 -1.64700  0.24
22 H 0.52700 3.53290 -0.04323  0.19
23 H 2.09675 1.01722 -0.58846  0.15
24 H 0.82168 1.42898 0.50893  0.19
25 H 4.27069 3.05678 -0.06667  0.16
26 H 3.68678 4.16733 0.84534  0.18
27 C -2.92854 -2.00350 -2.24758  -0.43
28 C -2.98613 -1.23769 -0.94459  -0.43
29 C -2.75192 0.21880 -1.28561  -0.07
30 O -1.83875 0.09687 -2.34282  -0.52
31 C -1.90518 -1.20236 -3.00399  -0.08
32 H -3.83288 -1.98830 -2.85589  0.21
33 H -2.69070 -3.06312 -2.15409  0.22
34 H -2.25207 -1.53219 -0.19457  0.21
35 H -3.91821 -1.39767 -0.40261  0.22
36 H -2.30207 0.81075 -0.48852  0.22
37 H -3.67726 0.67758 -1.63398  0.18
38 H -1.00593 -1.81461 -2.93615  0.19
39 H -2.20045 -1.14934 -4.05190  0.19
40 C 0.20247 -0.20476 -0.59691  -0.29
41 O -0.11720 0.86253 -1.44123  -0.80
42 H 0.35531 -1.04084 -1.27933  0.15
43 H 1.21342 -0.13440 -0.19550  0.19
44 H -0.58365 -0.49071 0.10191  0.15
45 H -0.70389 0.54399 -2.13110  0.48

---

Below is C13H29B2BaNO3P2 as an isolated structure in a non-equilibrium geometry, with properties calculated with ωB97M-V/def2-TZVPD.

Results
total charge: +1
Kohn-Sham gap (spin up / spin down): 0.167 / 0.168 hartree
⟨S²⟩: 0.753
spin multiplicity: 2
ΔE to the lowest compared entry with this formula, charge and spin: 836.2 kJ/mol

Each line ends with the Löwdin spin population.
Positions of all 51 atoms, in Å:
1 Ba 0.14903 0.00390 -0.01926  0.28
2 H 0.70842 0.07652 -3.58845  0.02
3 H -1.03308 -0.01512 -2.06784  0.00
4 P 0.30200 -2.57588 -0.17053  0.01
5 P 0.24344 2.58479 -0.06165  0.01
6 C 1.89165 3.01769 0.42858  0.00
7 H 1.92124 4.11169 0.37499  0.00
8 H 2.14278 2.71078 1.45901  0.00
9 H 2.67940 2.61973 -0.23691  0.00
10 C 0.01526 3.24893 -1.68848  0.00
11 H -1.00710 3.11431 -2.08858  0.00
12 H 0.19420 4.32575 -1.57785  0.00
13 H 0.72165 2.86027 -2.44371  0.00
14 C -0.86587 3.40060 1.02540  0.00
15 H -0.74899 3.10936 2.08432  0.00
16 H -0.62624 4.46558 0.93253  0.00
17 H -1.93064 3.26194 0.76268  0.00
18 C 1.11244 -3.06724 -1.67590  0.01
19 H 1.25257 -4.15077 -1.58811  0.00
20 H 0.51692 -2.86785 -2.58612  0.00
21 H 2.10428 -2.60250 -1.82649  0.01
22 C 1.32522 -3.12537 1.16253  0.00
23 H 0.89725 -2.93218 2.16286  0.00
24 H 1.41718 -4.20910 1.03410  0.00
25 H 2.34173 -2.69082 1.16433  0.00
26 C -1.21779 -3.45970 -0.06872  0.00
27 H -1.91447 -3.25278 -0.90388  0.00
28 H -0.94113 -4.51925 -0.11122  0.00
29 H -1.77245 -3.28496 0.87156  0.00
30 C -1.61975 -0.08303 1.23241  0.07
31 O -2.66251 -0.12982 1.93168  0.00
32 H -2.02124 -0.87614 -3.03384  0.00
33 H -2.09384 0.78150 -3.01315  0.00
34 H -0.55603 1.02989 -4.76417  0.00
35 H -0.47476 -0.94266 -4.79333  0.00
36 B -0.43080 0.03662 -4.07287  0.02
37 N -1.48301 -0.02318 -2.96676  0.00
38 H 1.47635 0.04497 -1.17524  0.55
39 O 2.01304 -0.97188 3.22216  0.00
40 B 1.84917 0.18424 2.38570  0.00
41 O 1.48865 1.27767 3.25844  0.00
42 C 1.39958 0.76554 4.52366  0.00
43 C 1.02591 1.40355 5.67723  0.00
44 C 0.96815 0.62951 6.84975  0.00
45 C 1.27924 -0.71885 6.83051  0.00
46 C 1.66444 -1.36029 5.63860  0.00
47 C 1.71404 -0.59545 4.50222  0.00
48 H 0.77645 2.45478 5.66291  0.00
49 H 0.66486 1.11778 7.77936  0.00
50 H 1.22473 -1.31129 7.74774  0.00
51 H 1.90052 -2.41386 5.59968  0.00

---

Below is a 2-piece molecular cluster, C13H29FO3PSi overall in a non-equilibrium geometry, with properties calculated with ωB97M-V/def2-TZVPD.

Results
total charge: -1
Kohn-Sham gap: 0.171 hartree

Each line ends with the natural charge from an NBO analysis.
Positions of all 48 atoms, in Å:
1 C 4.37585 -0.89148 1.64967  -0.62
2 C 3.27034 -0.86141 0.54706  -0.43
3 C 2.11855 0.15027 0.77565  0.16
4 F 2.32147 0.99587 1.91835  -0.45
5 C 1.88263 1.04431 -0.48302  -0.74
6 C 0.46564 1.68103 -0.29385  -0.45
7 C -0.70339 0.72224 -0.62835  -0.07
8 O -1.92862 1.51497 -0.61007  -0.89
9 Si -3.02980 0.93113 0.53433  1.88
10 C -3.32595 -0.95597 0.44191  -1.14
11 C -4.70919 1.78787 0.14775  -1.13
12 C -2.61286 1.37254 2.33546  -1.14
13 P 3.09631 2.46758 -0.50044  0.99
14 C 2.43776 3.92745 0.51117  -1.00
15 O 4.51764 2.00091 0.37825  -1.00
16 H 5.33425 -0.53944 1.22928  0.21
17 H 4.16862 -0.27402 2.53287  0.22
18 H 4.55319 -1.94110 1.95221  0.18
19 H 2.81758 -1.87022 0.50763  0.19
20 H 3.73143 -0.66232 -0.42797  0.22
21 H 1.16475 -0.38791 0.94075  0.14
22 H 0.39339 2.54711 -0.98134  0.20
23 H 0.31587 2.01078 0.76345  0.16
24 H -0.75837 -0.16568 0.02368  0.16
25 H -0.56425 0.39534 -1.67181  0.19
26 H -2.89937 -1.42103 1.34969  0.23
27 H -2.87211 -1.39408 -0.46134  0.24
28 H -4.41538 -1.12303 0.44683  0.22
29 H -5.55048 1.07814 0.18603  0.22
30 H -4.70862 2.23581 -0.86399  0.24
31 H -4.84248 2.63928 0.84062  0.23
32 H -3.58532 1.53701 2.84815  0.22
33 H -2.03848 2.30115 2.46405  0.25
34 H -2.13081 0.52833 2.86119  0.23
35 H 2.24165 4.74906 -0.19869  0.22
36 H 1.56994 3.70797 1.15307  0.22
37 H 3.23729 4.31143 1.18654  0.20
38 H 4.55692 2.53807 1.16587  0.47
39 C -0.34085 -4.60483 -1.67662  -0.72
40 C -0.55872 -3.18809 -2.14447  0.58
41 O -0.10904 -2.24992 -1.53581  -0.51
42 C -1.36182 -2.99050 -3.40473  -0.72
43 H 0.25096 -4.59527 -0.76277  0.24
44 H -1.30129 -5.08127 -1.46987  0.22
45 H 0.19774 -5.17085 -2.43906  0.22
46 H -2.36717 -3.39612 -3.27386  0.22
47 H -0.86807 -3.48539 -4.24319  0.22
48 H -1.43739 -1.92576 -3.62023  0.24